No. 1
Formula: C14H17N3O2
Source: the Open Molecules 2025 dataset
Level of theory: the ωB97M-V functional and the def2-TZVPD basis

Geometry as XYZ:
```
36
Properties=species:S:1:pos:R:3:forces:R:3:lowdin_charge:R:1
C 2.824628 2.451001 9.975877 0.3 0.1 -0.8 -0.06
O 3.620202 1.831699 8.939826 -0.2 0.3 0.1 -0.10
C 3.223960 1.888238 7.634837 -1.1 -0.5 -0.6 -0.27
C 3.955934 1.086384 6.726024 -0.7 0.7 -0.1 0.01
C 3.540800 0.970036 5.391482 0.1 1.2 1.3 -0.02
C 2.452429 1.709838 4.891156 0.8 -0.3 0.2 -0.18
C 2.308674 1.693922 3.370250 0.4 -2.4 -0.2 -0.26
N 2.101406 2.933280 2.817220 -0.8 2.1 -1.8 -0.21
C 2.249475 3.011708 1.336167 0.2 -0.7 0.5 -0.05
C 2.520511 4.199018 3.453067 0.4 -0.1 0.3 -0.06
N 1.151517 0.701724 2.992498 2.1 -1.7 -2.5 0.01
C 1.583985 -0.493804 2.407545 -3.5 -1.4 -0.8 -0.11
N 0.539414 -1.193738 1.841773 3.5 0.9 1.5 0.11
C -0.559281 -0.418453 1.997462 1.5 0.6 0.5 -0.27
C -1.879650 -0.971655 1.645151 0.3 -0.6 -0.4 -0.23
O -2.063146 -2.105788 1.233552 0.1 1.3 0.5 0.04
C -0.137969 0.782814 2.588215 -1.2 -0.2 0.4 -0.05
C 1.714748 2.495890 5.795517 0.6 0.1 0.5 -0.03
C 2.072539 2.577185 7.163736 0.8 -0.3 -0.2 0.00
H 3.303934 2.184379 10.917634 0.0 0.0 -0.2 0.09
H 2.852720 3.550777 9.854422 -0.2 -0.5 0.1 0.10
H 1.792889 2.064028 9.967654 0.3 0.2 -0.1 0.10
H 4.879384 0.651092 7.086028 -0.1 -0.3 -0.1 0.12
H 4.181503 0.433248 4.721810 0.1 -0.3 -0.3 0.10
H 3.273961 1.081246 2.806057 -2.3 1.6 1.8 0.18
H 2.079692 4.046016 1.033046 0.2 -0.3 -0.1 0.07
H 3.285899 2.672921 1.069343 -0.7 0.3 -0.1 0.10
H 1.511661 2.395407 0.785419 0.4 0.1 0.5 0.09
H 2.697115 4.901584 2.615729 0.2 -0.3 0.8 0.08
H 1.749079 4.668965 4.098726 0.3 -0.5 -0.3 0.08
H 3.440413 4.050793 4.070594 -0.6 0.4 -0.5 0.10
H 2.603965 -0.821285 2.354885 0.1 0.0 0.3 0.11
H -2.694079 -0.266871 1.798512 -0.6 0.2 0.0 0.11
H -0.643222 1.694539 2.660605 -0.9 1.1 0.5 0.10
H 0.921816 3.167208 5.472475 0.0 -0.4 -0.1 0.11
H 1.541477 3.250317 7.849555 0.1 -0.4 -0.5 0.11
```
Positions in Å, forces in eV/Å.

Calculated values
Gap between HOMO and LUMO in eV: 9.05
Calculated total energy in eV: -23356.2188
Energy above the lowest of the compared OMol25 structures with the same formula, charge and spin in kcal per mole: 102.6
Spin multiplicity: 1

No. 2
Formula: C14H17N3O2
Source: the Open Molecules 2025 dataset
Level of theory: the ωB97M-V functional and the def2-TZVPD basis

Geometry as XYZ:
```
36
Properties=species:S:1:pos:R:3:forces:R:3:lowdin_charge:R:1
C 1.951595 3.989286 1.234798 -0.1 -0.1 -0.2 -0.11
C 1.825009 2.710838 0.414363 0.3 0.1 0.3 -0.28
C 3.096095 1.866733 0.501249 -0.3 -0.1 -0.3 -0.21
C 3.093069 0.630232 -0.397534 0.0 0.0 0.4 -0.15
C 2.064953 -0.425852 -0.001043 0.5 -0.3 0.0 -0.22
N 0.746224 -0.073636 -0.492675 -0.2 0.1 -0.3 0.12
C -0.403322 -0.500777 0.052229 0.0 -0.2 0.2 -0.24
N -0.329364 -1.486635 0.943436 0.4 0.5 -0.4 0.10
C -1.465654 -1.896336 1.522572 -0.5 0.0 0.2 -0.19
N -2.660192 -1.446513 1.307704 -0.3 -0.4 0.4 0.12
C -2.790684 -0.456856 0.388066 0.5 0.3 -0.4 -0.22
C -4.072311 0.050529 0.111262 0.0 0.1 -0.1 -0.01
C -4.230721 1.055625 -0.805086 -0.1 -0.2 0.2 -0.07
C -3.123125 1.590771 -1.473164 0.3 0.1 -0.1 -0.08
C -1.861856 1.113120 -1.225044 0.0 0.1 0.0 -0.02
C -1.668695 0.079912 -0.294917 -0.5 -0.2 0.3 -0.07
C 2.477544 -1.830295 -0.523165 -0.1 0.6 0.2 -0.50
O 3.427389 -2.003062 -1.233627 0.1 -0.1 -0.1 0.11
O 1.700864 -2.808395 -0.102142 -0.3 -0.5 0.1 0.11
H 1.038948 4.576989 1.170243 0.0 0.1 0.1 0.07
H 2.134075 3.753675 2.280760 0.0 0.0 0.1 0.07
H 2.777984 4.596413 0.872120 0.1 0.1 0.0 0.07
H 0.969740 2.140371 0.781731 0.0 0.0 -0.1 0.10
H 1.635668 2.975291 -0.629485 -0.1 -0.1 -0.1 0.11
H 3.250798 1.558201 1.537457 0.1 0.0 0.1 0.12
H 3.946219 2.490391 0.216121 0.1 0.0 0.1 0.11
H 2.925149 0.920600 -1.437427 0.1 0.0 -0.1 0.13
H 4.076008 0.157982 -0.357361 -0.1 0.0 -0.1 0.12
H 2.003921 -0.506791 1.094149 0.0 0.1 -0.1 0.16
H 0.710642 0.603746 -1.236126 0.0 0.0 0.1 0.13
H -1.352934 -2.695296 2.244362 0.0 -0.1 0.1 0.12
H -4.908645 -0.377761 0.639890 -0.1 0.0 0.1 0.11
H -5.215096 1.445129 -1.018191 -0.1 0.0 0.0 0.11
H -3.266417 2.386125 -2.189151 0.0 0.1 -0.1 0.10
H -1.020586 1.540822 -1.751964 0.0 0.1 -0.1 0.11
H 0.936583 -2.463748 0.453390 0.4 0.1 -0.2 0.06
```
Positions in Å, forces in eV/Å.

Calculated values
Gap between HOMO and LUMO in eV: 8.78
Calculated total energy in eV: -23360.6688
Energy above the lowest of the compared OMol25 structures with the same formula, charge and spin in kcal per mole: 0.0
Spin multiplicity: 1

No. 3
Formula: C14H17N3O2
Source: the Open Molecules 2025 dataset
Level of theory: the ωB97M-V functional and the def2-TZVPD basis

Geometry as XYZ:
```
36
Properties=species:S:1:pos:R:3:forces:R:3:lowdin_charge:R:1
C -3.834996 0.912008 0.353311 -2.2 -0.1 -6.3 -0.05
H -4.946049 0.887280 0.170532 1.0 0.0 0.2 0.11
H -3.498627 -0.055508 0.062307 0.5 -1.0 0.5 0.07
O -3.429726 1.808525 -0.766878 2.5 0.2 0.8 -0.16
C -1.958368 2.105587 -1.059025 -4.0 -6.0 9.1 -0.17
C -0.989824 1.534408 -0.069183 0.6 2.6 -3.3 0.11
C 0.368227 1.912333 -0.227034 -11.6 4.7 -9.1 -0.15
C 0.515203 2.711402 -1.543950 5.2 0.5 3.1 0.04
C -0.509601 3.212530 -2.268983 1.8 0.0 0.6 -0.11
C -1.802361 2.984075 -1.961329 -3.0 1.2 -3.4 -0.06
H -2.797362 3.188590 -2.478084 1.9 0.5 0.3 0.18
H -0.333309 3.827188 -3.056692 1.0 1.7 -2.3 0.08
H 1.701877 3.115438 -1.741103 -3.7 -1.5 0.4 0.19
C 1.301704 1.312690 0.383320 14.9 -3.0 5.5 -0.43
O 2.507175 1.839741 0.285954 -3.3 -1.7 0.6 -0.01
N 1.201556 0.127394 1.099285 1.3 5.3 -0.3 0.10
H 0.405278 -0.219508 0.823064 -5.0 -3.5 -0.9 0.02
C 2.243408 -0.604247 1.708406 -0.8 -0.8 -6.0 -0.11
C 2.887302 -1.456885 0.564358 5.5 -0.7 8.0 -0.21
H 3.688180 -0.847375 0.249988 0.4 0.6 -2.0 0.10
H 3.624480 -2.263004 1.167646 -1.5 1.8 -0.7 0.17
C 2.123445 -2.295294 -0.216462 -1.6 1.5 -12.0 -0.23
N 0.866997 -2.814245 0.202511 7.5 4.1 -3.3 -0.17
C -0.335581 -2.442607 0.031444 -3.4 6.5 -10.0 -0.35
N -1.301635 -3.207764 0.345008 1.4 -1.3 5.8 0.13
C -0.510452 -3.817944 1.342114 1.5 -4.7 2.7 -0.07
C 1.038791 -3.619460 1.116808 -14.9 -1.0 3.6 -0.04
H 1.586955 -4.229691 1.522371 6.9 -5.6 3.6 0.04
H -0.880828 -4.540752 2.207932 0.4 1.5 -2.3 0.11
H -0.530911 -1.638906 -0.867532 0.8 -1.8 2.2 0.18
H 1.768504 -1.542230 -1.223818 0.7 -1.8 2.4 0.19
H 2.822140 -3.031402 -0.990756 -2.2 1.4 2.8 0.21
H 2.799626 0.100846 2.135039 3.2 2.3 1.7 0.09
H 1.835998 -1.222268 2.353259 -2.0 -2.9 3.5 0.07
H -1.238675 0.876565 0.708617 -0.9 -0.6 0.9 0.09
H -3.736953 1.171327 1.312369 1.3 1.5 3.6 0.04
```
Positions in Å, forces in eV/Å.

Calculated values
Gap between HOMO and LUMO in eV: 8.00
Calculated total energy in eV: -23346.5569
Energy above the lowest of the compared OMol25 structures with the same formula, charge and spin in kcal per mole: 325.4
Spin multiplicity: 1

E_LUMO
In order: 0.0185 -0.0024 -0.0138
Unit: Eh